Entry P
C4H13N2 | ωB97M-V/def2-TZVPD

```
19
C4H13N2, DFT ωB97M-V/def2-TZVPD
C -1.82810 1.45511 -0.10446
C -0.59920 0.70648 0.42011
N 0.59668 1.14590 -0.42259
C -0.68910 -0.83662 0.29354
C 0.51621 -1.56875 -0.29716
N 1.76650 -1.02881 0.22653
H -2.75071 1.07596 0.32808
H -1.65932 2.51624 0.05338
H -1.93786 1.21375 -1.16767
H -0.36466 1.03062 1.42958
H 1.31837 0.40388 -0.29343
H 0.34595 1.28226 -1.40692
H 0.95497 2.05921 -0.17009
H -0.87595 -1.25813 1.28063
H -1.57697 -1.07948 -0.29074
H 0.57586 -1.58479 -1.38518
H 0.40579 -2.62013 -0.02438
H 2.62990 -1.18697 -0.26460
H 1.91281 -1.35273 1.16677
```

Highest occupied orbital energy = -14.34 eV
Frontier orbital gap = 11.30 eV
Total charge = +1

Entry Q
C4H13N2 | ωB97M-V/def2-TZVPD

```
19
C4H13N2, DFT ωB97M-V/def2-TZVPD
C 1.04706 -0.73302 2.58170
N 1.35365 -0.00714 1.31583
H 1.95442 -0.98527 3.11224
H 0.42409 -0.10089 3.20112
H 0.51142 -1.64326 2.33441
H 1.78859 -0.62716 0.63494
H 1.96222 0.79565 1.46109
H 0.40953 0.29311 0.87252
C -0.13466 1.19399 -1.99626
C -0.75924 0.19537 -1.06505
C -1.24871 0.55694 0.14875
N -0.85583 -1.06940 -1.54907
H -0.89080 1.92632 -2.27758
H 0.25498 0.73478 -2.90156
H 0.66262 1.73631 -1.50730
H -1.83668 -0.16832 0.68336
H -1.36141 1.59820 0.37188
H -0.25965 -1.35088 -2.30909
H -1.19269 -1.81344 -0.96106
```

Highest occupied orbital energy = -12.47 eV
Frontier orbital gap = 9.15 eV
Total charge = +1

Entry R
C4H13N2 | ωB97M-V/def2-TZVPD

```
19
C4H13N2, DFT ωB97M-V/def2-TZVPD
C -1.40122 -0.96394 0.55793
N -2.79844 -0.92622 0.43278
C -0.75592 0.53674 0.41062
N 0.60897 0.35018 0.46616
C 4.67180 -0.02305 -0.71680
C -1.05846 1.09692 -0.95976
H -0.88308 -1.50376 -0.24155
H -0.99261 -1.35351 1.48977
H -3.25927 -0.60880 1.27945
H -3.33325 -1.70789 0.07625
H -1.14908 1.12376 1.24579
H 0.97228 0.82373 1.31624
H 4.64672 -1.09204 -0.95158
H 5.63689 0.22808 -0.26921
H 3.87088 0.24471 -0.03180
H 4.56403 0.51707 -1.65257
H -0.80143 2.14666 -1.04660
H -2.00915 0.77858 -1.39909
H -0.32493 0.54103 -1.56483
```

Highest occupied orbital energy = -15.07 eV
Frontier orbital gap = 6.63 eV
Total charge = +1

From most stable to least stable, the computed energies give entry P, entry Q, entry R.

Entry P
C3H3FOS | ωB97M-V/def2-TZVPD

```
9
C3H3FOS, DFT ωB97M-V/def2-TZVPD
O 0.13807 1.07619 1.43499
C 0.04229 0.48421 0.41499
C -1.02899 0.89387 -0.53515
S -1.86144 0.04098 -1.64579
C 0.88082 -0.83464 0.28866
F 1.07523 -1.18997 -1.01394
H -1.31175 1.94040 -0.40522
H 1.81550 -0.72412 0.83551
H 0.25027 -1.68692 0.62595
```

Highest occupied orbital energy = -9.33 eV
Frontier orbital gap = 7.76 eV

Entry Q
C3H3FOS | ωB97M-V/def2-TZVPD

```
9
C3H3FOS, DFT ωB97M-V/def2-TZVPD
O 2.14552 -1.16705 -0.15749
C 1.84413 0.01711 -0.15720
C 0.50307 0.49952 0.38872
F 0.13523 1.71863 -0.14419
C -0.49939 -0.57524 0.28317
S -2.04086 -0.35930 -0.13521
H 2.60456 0.81882 -0.40576
H 0.68150 0.72706 1.45743
H -0.10052 -1.57671 0.58120
```

Highest occupied orbital energy = -9.13 eV
Frontier orbital gap = 8.50 eV

From most stable to least stable, the computed energies give entry Q, entry P.

Entry P
C3H2N2O | ωB97M-V/def2-TZVPD

```
8
C3H2N2O, DFT ωB97M-V/def2-TZVPD
O 0.73860 -1.05470 2.03347
C 0.35796 -0.39664 1.17206
N 0.62704 -1.09950 -0.15054
C 0.15824 -0.32327 -0.97052
C -0.53651 0.93016 -0.30506
N -0.50676 0.59718 1.01812
H 0.21273 -0.44089 -1.95729
H -1.05131 1.78766 -0.84024
```

Highest occupied orbital energy = -10.49 eV
Frontier orbital gap = 8.77 eV

Entry Q
C3H2N2O | ωB97M-V/def2-TZVPD

```
8
C3H2N2O, DFT ωB97M-V/def2-TZVPD
O -0.79210 -0.85984 0.99768
C -0.24270 -0.09026 -0.50602
C -0.15281 1.36043 -0.66420
N -0.10709 2.51435 -0.75784
C 0.82062 -0.78635 0.10896
N 1.84093 -1.25715 0.38617
H -0.61754 -0.31462 1.79919
H -0.74931 -0.56653 -1.36394
```

Highest occupied orbital energy = -10.42 eV
Frontier orbital gap = 8.84 eV

Entry R
C3H2N2O | ωB97M-V/def2-TZVPD

```
8
C3H2N2O, DFT ωB97M-V/def2-TZVPD
C -0.87366 -1.33559 -0.58917
C 0.27616 -0.93367 -0.19998
C -0.70875 0.48364 -0.16406
N 0.51628 0.98483 0.48577
N 1.20973 -0.08425 0.42114
O 2.34242 -0.33738 0.67480
H -1.05859 0.80773 -1.09354
H -1.70360 0.41469 0.46505
```

Highest occupied orbital energy = -10.99 eV
Frontier orbital gap = 10.59 eV

From most stable to least stable, the computed energies give entry P, entry Q, entry R.

Entry P
CH4NO2 | ωB97M-V/def2-TZVPD

```
8
CH4NO2, DFT ωB97M-V/def2-TZVPD
O 2.28351 -1.09400 -1.18409
H 1.81401 -1.07502 -0.33782
C -0.81798 0.94903 0.45602
N -1.17550 0.10240 1.70625
O -0.75638 0.60253 -0.72689
H 1.79763 -0.51945 -1.77705
H -0.72284 -0.80773 1.54467
H -2.19514 -0.01573 1.80611
```

Highest occupied orbital energy = -1.33 eV
Frontier orbital gap = 6.00 eV
Total charge = -1

Entry Q
CH4NO2 | ωB97M-V/def2-TZVPD

```
8
CH4NO2, DFT ωB97M-V/def2-TZVPD
O -1.44713 -0.71678 -1.79839
H -0.90265 -1.44257 -1.51126
C 0.14467 -0.27866 0.48200
N 1.18213 0.82169 0.65308
O 0.19560 -1.05316 1.43567
H -1.24523 -0.03111 -1.14296
H 1.26594 1.03224 1.65029
H 0.80667 1.66835 0.23156
```

Highest occupied orbital energy = -2.04 eV
Frontier orbital gap = 6.93 eV
Total charge = -1

From most stable to least stable, the computed energies give entry Q, entry P.

Entry P
CH4NO2 | ωB97M-V/def2-TZVPD

```
8
CH4NO2, DFT ωB97M-V/def2-TZVPD
O 0.37309 0.93299 -1.86854
H 0.99199 1.51956 -1.42843
C -0.60333 -0.85842 0.71238
N -0.45865 0.25951 1.66675
O 0.39669 -0.97983 -0.00523
H 0.13280 0.30820 -1.13525
H 0.38972 0.78196 1.39774
H -1.23339 0.90051 1.50551
```

Highest occupied orbital energy = -2.03 eV
Frontier orbital gap = 6.68 eV
Total charge = -1

Entry Q
CH4NO2 | ωB97M-V/def2-TZVPD

```
8
CH4NO2, DFT ωB97M-V/def2-TZVPD
O -0.10451 -2.71670 -0.41032
H -0.44064 -1.78184 -0.37772
C -0.35484 0.49484 0.06817
N 0.15928 1.97457 -0.07878
O 0.36358 -0.27304 0.80547
H 0.59142 -2.62205 0.23247
H -0.23255 2.40679 -0.96288
H 0.01826 2.51743 0.72360
```

Highest occupied orbital energy = -2.04 eV
Frontier orbital gap = 7.02 eV
Total charge = -1

From most stable to least stable, the computed energies give entry P, entry Q.

Entry P
CH10NO4 | ωB97M-V/def2-TZVPD

```
16
CH10NO4, DFT ωB97M-V/def2-TZVPD
N 0.93251 -1.47771 0.45262
C 1.44822 -0.01746 0.66126
O 0.67243 0.96855 1.14831
H 0.86094 -1.45835 -0.52019
H -0.01573 -1.41721 0.89285
H 2.43283 -0.02993 1.14100
H 1.80690 0.39456 -0.36280
H -0.16720 2.46806 -1.47829
H 0.39364 1.71898 -0.22086
O 0.43545 1.71844 -1.24450
H -1.01946 -0.41389 -2.12455
H -1.97020 -1.41592 -1.69348
O -1.50046 -1.19989 -2.48394
H -0.56674 0.09026 1.74949
H -1.72280 -0.36331 1.00964
O -1.51354 -0.12765 1.88903
```

Highest occupied orbital energy = -3.75 eV
Frontier orbital gap = 7.51 eV
Total charge = -1

Entry Q
CH10NO4 | ωB97M-V/def2-TZVPD

```
16
CH10NO4, DFT ωB97M-V/def2-TZVPD
N -0.14884 -2.47108 0.06113
C -1.11717 -1.50267 0.69759
O -0.64048 -0.30345 1.13459
H 0.05592 -2.03660 -0.83851
H 0.64732 -2.40381 0.59862
H -1.96937 -1.39906 0.02537
H -1.42040 -2.07757 1.60904
H 2.17732 -0.13302 0.84230
H 0.62058 0.14697 0.76089
O 1.53168 0.52942 0.63435
H 0.52953 2.25039 -1.69847
H 1.32977 1.52344 -0.84767
O 1.42176 1.87309 -1.81217
H -1.37470 0.94790 0.35311
H -0.47430 1.24711 -0.89755
O -1.36006 1.43191 -0.52184
```

Highest occupied orbital energy = -4.26 eV
Frontier orbital gap = 8.47 eV
Total charge = -1

Entry R
CH10NO4 | ωB97M-V/def2-TZVPD

```
16
CH10NO4, DFT ωB97M-V/def2-TZVPD
N -1.99516 -0.29517 0.78895
C -0.93359 -0.86400 -0.13171
O -0.23932 0.07319 -0.80905
H -2.00914 0.71387 0.70065
H -1.81242 -0.48599 1.76463
H -1.52892 -1.52935 -0.77198
H -0.27140 -1.53354 0.48471
H 2.15006 1.51434 -0.04329
H 0.90907 0.32450 -0.53848
O 2.00709 0.56905 -0.01693
H 2.66385 -2.31102 1.11855
H 2.53226 -0.88661 1.24830
O 3.13956 -1.59565 1.55619
H -1.42977 1.65228 -1.64055
H -2.64705 1.31275 -0.93608
O -2.32456 2.01917 -1.51332
```

Highest occupied orbital energy = -4.63 eV
Frontier orbital gap = 8.73 eV
Total charge = -1

From most stable to least stable, the computed energies give entry R, entry Q, entry P.

Entry P
C5H8FN | ωB97M-V/def2-TZVPD

```
15
C5H8FN, DFT ωB97M-V/def2-TZVPD
F -1.54340 1.79137 -0.40210
C -0.80826 0.92948 0.35463
C -1.31687 -0.55937 0.12308
N -0.22002 -1.32142 -0.56482
C 0.91445 -0.43467 -0.66528
C 1.49800 -0.05473 0.62260
C 0.58621 0.91097 -0.10936
H -0.90867 1.22031 1.42293
H -2.28810 -0.57539 -0.44500
H -1.49094 -1.10425 1.07552
H -0.56011 -1.61901 -1.45408
H 1.51172 -0.58242 -1.54360
H 2.54812 0.21435 0.66042
H 1.07962 -0.66225 1.41031
H 0.99823 1.84702 -0.48526
```

Highest occupied orbital energy = -8.69 eV
Frontier orbital gap = 9.83 eV

Entry Q
C5H8FN | ωB97M-V/def2-TZVPD

```
15
C5H8FN, DFT ωB97M-V/def2-TZVPD
F -1.22626 -1.64042 1.06346
C -0.68466 -0.34096 1.03940
C 0.89566 -0.51271 0.91456
C 1.04525 0.39548 -0.33513
N 1.18715 0.37300 -1.77375
C -0.08661 -0.00722 -1.15008
C -1.19959 0.38828 -0.25345
H -0.93545 0.14614 1.96132
H 1.54892 -0.23651 1.71307
H 1.05846 -1.56344 0.66496
H 1.00050 1.40207 0.08807
H 1.18210 1.30586 -2.08417
H -0.20896 -1.05987 -1.24946
H -2.14111 -0.11817 -0.57752
H -1.43542 1.46846 -0.02131
```

Highest occupied orbital energy = -8.81 eV
Frontier orbital gap = 9.83 eV

From most stable to least stable, the computed energies give entry P, entry Q.

Entry P
C28H35BBrF9IN8OS3Ti | ωB97M-V/def2-TZVPD

```
88
C28H35BBrF9IN8OS3Ti, DFT ωB97M-V/def2-TZVPD
Ti -0.18507 0.07859 1.05247
C 1.79632 2.54412 -6.31204
C 2.50122 2.69664 -4.96212
C 2.53197 4.18581 -4.58719
C 3.93816 2.17337 -5.11310
C 1.79531 1.92761 -3.84945
C 2.36894 1.87742 -2.58030
C 1.69843 1.23749 -1.57025
Br 2.46104 1.07159 0.17665
C 0.44461 0.62494 -1.73809
O -0.14284 0.13018 -0.65156
C -0.09845 0.57878 -3.03330
C 0.59431 1.26274 -4.03613
C -1.32553 -0.23790 -3.47751
C -0.85712 -1.20880 -4.57851
C -1.94399 -1.11977 -2.38569
C -2.42110 0.68620 -4.02403
H 2.35598 3.08619 -7.07507
H 0.78403 2.95092 -6.28782
H 1.75159 1.49527 -6.61132
H 3.04660 4.75665 -5.36273
H 3.04969 4.34455 -3.64088
H 1.51781 4.57590 -4.48474
H 4.42270 2.64334 -5.97069
H 3.93203 1.09377 -5.27141
H 4.54171 2.38546 -4.23081
H 3.33498 2.31608 -2.37345
H 0.15872 1.25403 -5.02458
H -0.01154 -1.79430 -4.21383
H -0.54277 -0.68886 -5.48318
H -1.66900 -1.88862 -4.84275
H -1.18164 -1.77807 -1.97359
H -2.72397 -1.73700 -2.83769
H -2.39760 -0.53239 -1.58843
H -2.06374 1.29542 -4.85461
H -2.79669 1.35263 -3.24366
H -3.26086 0.08581 -4.37991
C -2.73449 -4.31550 1.62892
C -1.48596 -4.35814 0.83307
N -0.90031 -5.41024 0.39591
N 0.16937 -4.94672 -0.30231
C 0.29109 -3.60076 -0.32361
S 1.46063 -2.78746 -1.13941
N -0.82001 -3.20481 0.42831
N -1.27478 -1.93445 0.85052
H -2.99621 -5.32516 1.93214
H -3.55414 -3.90565 1.03407
H -2.61243 -3.69259 2.51626
H 0.83217 -5.58022 -0.70929
H -1.40302 -1.97914 1.87148
H -2.18971 -1.79638 0.43051
F 5.56486 0.14380 5.80055
C 4.55927 -0.17167 4.98569
C 3.25179 0.08138 5.35780
F 2.98418 0.66791 6.53012
C 2.21760 -0.30910 4.53141
F 0.96671 -0.08697 4.94628
C 2.42835 -0.95853 3.31328
S 1.12583 -1.61302 2.36910
C 3.76229 -1.16558 2.95080
F 4.04374 -1.76468 1.79714
C 4.80917 -0.78524 3.77017
F 6.07025 -1.02649 3.40396
I -5.69837 2.82183 2.07263
C -3.98355 2.05657 1.19476
C -3.47461 2.37988 -0.03922
N -2.35509 1.65852 -0.18894
N -2.09306 0.89780 0.89077
C -3.09617 1.12664 1.73858
H -3.83807 3.04798 -0.80029
H -1.67062 1.72985 -0.92614
H -3.17046 0.58950 2.66798
C -2.01476 -2.67298 6.62014
N -1.83307 -1.25779 6.36494
C -1.97867 -0.68636 5.16384
N -1.75945 0.63942 5.09342
S -2.52119 -1.57002 3.83914
H -2.01550 -2.83405 7.69541
H -1.21580 -3.26054 6.16510
H -2.96300 -3.00385 6.20178
H -1.47201 -0.69229 7.11545
H -1.28894 1.10542 5.85345
H -1.64851 1.07996 4.19542
F 1.14747 3.30998 2.71824
B 0.03834 2.67999 2.27512
F -1.14732 3.09422 2.83817
F -0.05537 2.65012 0.86113
F 0.13735 1.20977 2.60757
```

Highest occupied orbital energy (spin up / spin down) = -7.64 / -7.77 eV
Frontier orbital gap (spin up / spin down) = 7.81 / 7.94 eV
<S²> = 0.753
2S+1 = 2

Entry Q
C28H35BBrF9IN8OS3Ti | ωB97M-V/def2-TZVPD

```
88
C28H35BBrF9IN8OS3Ti, DFT ωB97M-V/def2-TZVPD
Ti 0.54137 1.13025 1.28653
C -3.58308 -5.49845 3.02544
C -2.54678 -4.77343 3.89551
C -1.42031 -5.74794 4.26974
C -3.23569 -4.31585 5.18173
C -1.95389 -3.60281 3.11439
C -2.01892 -2.29555 3.56336
C -1.43549 -1.29745 2.80681
Br -1.49295 0.50363 3.40281
C -0.77836 -1.53008 1.60385
O -0.20782 -0.49000 0.97159
C -0.72091 -2.85351 1.11873
C -1.30656 -3.83955 1.90065
C -0.04913 -3.18046 -0.21561
C 1.43869 -2.79793 -0.16622
C -0.76359 -2.42305 -1.34289
C -0.12499 -4.67397 -0.54579
H -4.02815 -6.32494 3.58397
H -3.13495 -5.91122 2.12048
H -4.38175 -4.81681 2.72643
H -1.81945 -6.57410 4.86284
H -0.65142 -5.24237 4.85745
H -0.94426 -6.17097 3.38371
H -3.64923 -5.18228 5.70012
H -4.05865 -3.62841 4.97457
H -2.53483 -3.82674 5.86170
H -2.50871 -2.03517 4.49039
H -1.26053 -4.86005 1.54900
H 1.57153 -1.74713 0.07805
H 1.90352 -2.99905 -1.13541
H 1.96213 -3.38364 0.59280
H -0.75256 -1.34662 -1.19625
H -1.80525 -2.74380 -1.41664
H -0.27893 -2.62712 -2.30017
H 0.42192 -5.28199 0.17853
H 0.32495 -4.83943 -1.52604
H -1.15702 -5.02634 -0.59449
C 3.81460 0.61317 -2.82104
C 4.03467 0.45488 -1.36572
N 5.13765 0.13193 -0.77636
N 4.80639 0.01417 0.54562
C 3.51872 0.24450 0.79499
S 2.67363 0.10357 2.24573
N 3.02301 0.55160 -0.42481
N 1.69501 0.92516 -0.64775
H 4.76394 0.48979 -3.33445
H 3.39126 1.58866 -3.05662
H 3.10633 -0.13775 -3.17788
H 5.50427 -0.23393 1.22488
H 1.27421 0.24833 -1.29006
H 1.71119 1.82616 -1.15981
F -2.42566 2.61736 -8.12515
C -1.95829 2.24815 -6.92877
C -0.59579 2.17656 -6.70034
F 0.25520 2.47707 -7.68656
C -0.12131 1.79495 -5.45994
F 1.20597 1.73336 -5.29043
C -0.97123 1.46915 -4.40173
S -0.35793 0.99550 -2.85859
C -2.33645 1.55797 -4.66985
F -3.22370 1.28064 -3.69816
C -2.83087 1.93590 -5.90334
F -4.15071 2.00616 -6.11270
I -4.05586 5.30078 1.06989
C -2.81714 3.73861 0.55066
C -3.03293 2.77534 -0.41582
N -1.98157 1.95135 -0.39769
N -1.06639 2.35359 0.50159
C -1.57431 3.42959 1.10228
H -3.84001 2.63635 -1.11605
H -1.67866 1.33494 -1.18766
H -1.04250 3.91831 1.90347
C 4.13442 5.70136 0.15768
N 2.69333 5.75497 0.00295
C 2.01400 4.97206 -0.83898
N 0.66677 5.07827 -0.81486
S 2.76840 3.90893 -1.89308
H 4.43800 6.51263 0.81560
H 4.62018 5.81670 -0.80832
H 4.44531 4.74914 0.59040
H 2.17194 6.31960 0.65346
H 0.20062 5.47188 -0.01310
H 0.15690 4.41542 -1.37593
F 2.92130 3.33403 3.02254
B 1.71279 3.46279 2.42980
F 0.72764 2.51896 2.97077
F 1.17546 4.72614 2.44375
F 1.73825 2.95958 1.06383
```

Highest occupied orbital energy (spin up / spin down) = -7.26 / -7.26 eV
Frontier orbital gap (spin up / spin down) = 6.83 / 7.15 eV
<S²> = 0.753
2S+1 = 2

From most stable to least stable, the computed energies give entry Q, entry P.